P.
Formula: CH3PS4
Source: the OMol25 dataset
Level of theory: ωB97M-V/def2-TZVPD

Calculated values
HOMO-LUMO gap (alpha / beta), eV: 6.98 / 6.12

XYZ file:
```
9
CH3PS4 ωB97M-V/def2-TZVPD
C -0.39708 -2.03199 0.62148
P 0.04712 -0.44310 0.92120
S -1.36555 2.15182 -0.54981
S -1.78062 0.68618 0.56049
S 2.08118 1.92480 -0.65774
S 1.35110 0.04299 -0.83431
H -1.35163 -2.34976 0.88965
H 0.15384 -2.81775 0.35237
H 1.26164 2.83681 -1.30334
```

---

Q.
Formula: CH3PS4
Source: the OMol25 dataset
Level of theory: ωB97M-V/def2-TZVPD

Calculated values
HOMO-LUMO gap (alpha / beta), eV: 7.05 / 6.45

XYZ file:
```
9
CH3PS4 ωB97M-V/def2-TZVPD
C 2.34517 0.27106 0.13299
P -0.41734 0.17870 0.21039
S 2.26757 -1.52132 -0.17693
S 0.28191 -1.80637 0.20955
S -3.49962 0.93687 0.28599
S -2.23376 -0.36723 -0.68258
H 3.23347 0.71388 -0.45507
H 2.30392 0.44730 1.27233
H -4.28133 1.14711 -0.79667
```

---

R.
Formula: CH3PS4
Source: the OMol25 dataset
Level of theory: ωB97M-V/def2-TZVPD

Calculated values
HOMO-LUMO gap (alpha / beta), eV: 7.54 / 5.84

XYZ file:
```
9
CH3PS4 ωB97M-V/def2-TZVPD
C -0.27514 1.59828 1.53661
P -1.02681 0.76383 0.00485
S -0.33323 0.14368 2.72709
S -1.34885 -0.96240 1.29800
S 0.53032 -2.11084 -2.48490
S 1.39000 -0.51402 -3.11959
H 0.67910 1.85810 1.40871
H -0.75561 2.38118 1.93469
H 1.14021 -3.15781 -3.30545
```

---

Most stable structure: Q

---

P.
Formula: BrH3P2
Source: the OMol25 dataset
Level of theory: ωB97M-V/def2-TZVPD

Calculated values
HOMO-LUMO gap, eV: 9.33

XYZ file:
```
6
BrH3P2 ωB97M-V/def2-TZVPD
P 0.86756 0.84265 -0.13519
P -0.36039 -0.97247 0.08511
Br -2.29344 -0.02648 0.01792
H 0.07316 1.07623 1.05702
H 2.04567 0.52071 0.61242
H -0.33256 -1.44065 -1.63728
```

---

Q.
Formula: BrH3P2
Source: the OMol25 dataset
Level of theory: ωB97M-V/def2-TZVPD

Calculated values
HOMO-LUMO gap, eV: 8.58

XYZ file:
```
6
BrH3P2 ωB97M-V/def2-TZVPD
P 0.76633 -0.53883 -0.31130
P 0.65173 0.84770 -1.70594
Br -1.18996 0.44491 2.30085
H -1.77772 -0.78941 1.70822
H 1.84626 -0.04358 0.50170
H -0.29664 0.07921 -2.49354
```

---

Most stable structure: P

---

P.
Formula: C12H32O4
Source: the OMol25 dataset
Level of theory: ωB97M-V/def2-TZVPD

Calculated values
SMILES string: CC(C)O.CC(C)O.CC(C)O.CC(C)O
HOMO-LUMO gap, eV: 10.47

XYZ file:
```
48
C12H32O4 ωB97M-V/def2-TZVPD
C 3.91107 14.69537 13.41163
C 5.11499 14.06364 14.07420
C 6.23365 13.79037 13.08906
O 5.55294 14.98240 15.07694
H 4.23405 15.42156 12.66400
H 3.30825 15.20393 14.16224
H 3.28659 13.95323 12.90982
H 4.84089 13.10950 14.54465
H 6.51447 14.73022 12.59748
H 5.91292 13.11297 12.29458
H 7.12775 13.41057 13.58146
H 6.40944 14.69324 15.41690
C 8.96150 16.05386 17.50510
C 8.42104 14.63669 17.46339
C 7.09363 14.48714 18.15760
O 8.21424 14.21604 16.09104
H 8.94214 16.43386 18.52592
H 8.38754 16.68846 16.83169
H 10.00334 16.07290 17.17279
H 9.13121 13.93897 17.91958
H 6.30442 15.01154 17.61295
H 7.10895 14.91425 19.16148
H 6.81864 13.43609 18.23918
H 9.07239 14.05292 15.69134
C 2.92884 16.81222 10.43099
C 1.92384 17.18104 9.34380
C 0.52363 16.69448 9.70105
O 1.90551 18.60447 9.15323
H 2.92756 15.74691 10.65903
H 2.72476 17.36363 11.35138
H 3.93662 17.06897 10.09187
H 2.22618 16.74872 8.39007
H 0.41186 15.65054 9.37997
H -0.25252 17.23934 9.16456
H 0.31204 16.71774 10.77024
H 2.32611 19.03995 9.90008
C 0.07642 12.91508 13.20830
C -1.24015 12.89485 12.44532
C -1.54370 14.19927 11.74319
O -1.21261 11.79613 11.51297
H 0.32334 11.91558 13.55645
H 0.03887 13.58450 14.07055
H 0.86731 13.28481 12.54656
H -2.03556 12.62727 13.14904
H -2.45524 14.07499 11.15159
H -0.68563 14.52651 11.16326
H -1.83621 14.96467 12.46755
H -1.09514 12.14541 10.62567
```

---

Q.
Formula: C12H32O4
Source: the OMol25 dataset
Level of theory: ωB97M-V/def2-TZVPD

Calculated values
SMILES string: CC(C)O.CC(C)O.CC(C)O.CC(C)O
HOMO-LUMO gap, eV: 10.03

XYZ file:
```
48
C12H32O4 ωB97M-V/def2-TZVPD
C -0.73756 3.11035 1.06565
C -1.85107 4.01228 0.82828
C -3.09446 3.20920 0.53330
O -2.04654 4.81333 1.99820
H -0.77031 2.60882 2.03913
H 0.09604 3.72182 1.30187
H -0.67595 2.42935 0.30800
H -1.50757 4.73370 -0.03169
H -4.03526 3.87104 0.70551
H -3.37378 2.44188 1.18400
H -2.92484 2.60620 -0.29312
H -1.69693 5.67030 2.03456
C 4.95269 0.35061 1.27278
C 3.44698 0.67330 1.44038
C 2.87546 1.77482 0.36882
O 2.68780 -0.41465 1.20961
H 5.18805 -0.17610 0.16252
H 5.35686 -0.39929 1.87939
H 5.43631 1.31491 1.38308
H 3.27288 1.04704 2.49845
H 1.95994 2.23209 0.54253
H 2.76943 1.29433 -0.70292
H 3.46518 2.68706 0.60732
H 3.20147 -1.06457 1.55040
C 0.84005 -1.26453 -2.79519
C 0.44683 -0.41426 -1.49104
C -1.06291 0.15036 -1.62783
O 0.54198 -1.17521 -0.30546
H -0.06388 -1.99737 -2.89740
H 1.76452 -1.60566 -2.51180
H 0.76824 -0.46293 -3.69238
H 1.08179 0.47721 -1.26549
H -1.21213 0.63321 -0.63202
H -1.70297 -0.58927 -1.74552
H -1.09258 0.83285 -2.46568
H 1.20936 -0.60723 0.24003
C -2.37868 -5.09337 -0.87578
C -1.72792 -3.70230 -0.65063
C -2.25454 -3.04897 0.63189
O -0.28786 -3.78629 -0.49994
H -3.44590 -5.07544 -0.68434
H -2.22241 -5.86089 -0.23560
H -1.90100 -5.59585 -1.68845
H -1.93509 -2.95468 -1.37719
H -2.00841 -3.56338 1.55449
H -3.27933 -2.88387 0.71170
H -2.16872 -1.99006 0.72472
H 0.09674 -2.96990 -0.30711
```

---

Most stable structure: P

---

P.
Formula: C3HCl2F
Source: the OMol25 dataset
Level of theory: ωB97M-V/def2-TZVPD

Calculated values
SMILES string: C#CC(F)(Cl)Cl
HOMO-LUMO gap, eV: 10.85

XYZ file:
```
7
C3HCl2F ωB97M-V/def2-TZVPD
C -0.37908 0.48361 -0.66426
C 0.44414 -0.34711 0.26323
C 0.82564 -0.95157 1.38219
H 1.53582 -1.29934 2.26949
F -1.26507 0.99812 0.10707
Cl 0.08509 1.80315 -1.64775
Cl -1.24655 -0.68687 -1.70998
```

---

Q.
Formula: C3HCl2F
Source: the OMol25 dataset
Level of theory: ωB97M-V/def2-TZVPD

Calculated values
SMILES string: C#CC(F)(Cl)Cl
HOMO-LUMO gap, eV: 9.76

XYZ file:
```
7
C3HCl2F ωB97M-V/def2-TZVPD
C -0.43597 0.42428 0.73533
C 0.50716 0.14876 -0.41183
C 0.95441 -0.83101 -1.29168
H 1.56558 -1.08379 -2.27536
F -0.02156 1.25115 1.71763
Cl -1.79702 1.21152 0.04723
Cl -0.77260 -1.12091 1.47868
```

---

Most stable structure: P

---

P.
Formula: C3H10NO4
Source: the OMol25 dataset
Level of theory: ωB97M-V/def2-TZVPD

Calculated values
HOMO-LUMO gap, eV: 8.36
Net charge: -1

XYZ file:
```
18
C3H10NO4 ωB97M-V/def2-TZVPD
O -2.91178 1.46199 1.83096
C -1.88372 0.84908 1.65863
C -0.88965 1.13831 0.57281
N 0.46661 1.01469 1.08110
C 1.04983 -0.37559 0.78805
O 0.71965 -0.85669 -0.43609
H -1.64826 -0.01852 2.30925
H -1.07028 2.14753 0.20888
H -1.10723 0.42102 -0.22385
H 1.03113 1.69254 0.58829
H 0.51405 -0.97027 1.53758
H 2.11475 -0.22896 0.94939
H 0.40465 1.54598 -2.21612
H 0.81012 0.14649 -1.70564
O 0.77770 0.71981 -2.53981
H 0.34923 -2.51834 -0.81819
H 0.93008 -2.88877 -2.12080
O 0.34313 -3.28030 -1.46443
```

---

Q.
Formula: C3H10NO4
Source: the OMol25 dataset
Level of theory: ωB97M-V/def2-TZVPD

Calculated values
HOMO-LUMO gap, eV: 8.87
Net charge: -1

XYZ file:
```
18
C3H10NO4 ωB97M-V/def2-TZVPD
O 1.33751 -0.39639 0.45583
C 0.63066 -0.11370 -0.54397
O 0.11567 -0.93143 -1.33548
C 0.25767 1.39723 -0.75769
C -0.49956 1.84490 0.46982
N -0.47191 1.59651 -1.99986
H 1.19922 1.94201 -0.82888
H 0.12730 1.87603 1.35744
H -1.11629 2.73860 0.33287
H -1.29891 1.12270 0.70096
H 0.02803 1.09249 -2.72010
H -1.38386 1.16225 -1.93247
H -0.50363 -1.76937 1.70265
H -1.05231 -1.86397 0.25406
O -1.26547 -2.05189 1.17623
H 1.25857 -3.13072 0.75210
H 1.43454 -1.79998 1.29259
O 1.20276 -2.71528 1.62390
```

---

Most stable structure: Q

---

P.
Formula: C3H4S
Source: the OMol25 dataset
Level of theory: ωB97M-V/def2-TZVPD

Calculated values
HOMO-LUMO gap, eV: 9.30

XYZ file:
```
8
C3H4S ωB97M-V/def2-TZVPD
C -0.64303 0.39334 -0.07171
C 0.43433 1.16271 0.06418
C -0.09363 -1.00319 -0.00711
S 1.67335 -0.18335 -0.02491
H -1.62512 0.62115 0.05715
H 0.63104 2.11988 -0.14010
H -0.05032 -1.47366 0.97999
H -0.32662 -1.63689 -0.85749
```

---

Q.
Formula: C3H4S
Source: the OMol25 dataset
Level of theory: ωB97M-V/def2-TZVPD

Calculated values
SMILES string: C#C.C=S
HOMO-LUMO gap, eV: 8.54

XYZ file:
```
8
C3H4S ωB97M-V/def2-TZVPD
C 2.60853 -1.34714 -0.52492
C 2.65106 -2.00964 0.47833
C -2.68767 1.74888 -0.08487
S -1.73115 0.48093 0.06189
H 2.52399 -0.51470 -1.09890
H -3.08669 2.07424 -0.99845
H 2.89181 -2.70835 1.33593
H -3.16987 2.27577 0.83099
```

---

Most stable structure: P